Record 1
{"formula": "C20H24N2O2", "method": "wB97M-V/def2-TZVPD", "orbital_gap_ev": 9.281, "relative_energy_kj_mol": 35.5, "total_energy_ha": -1036.564171, "largest_force_ev_per_a": 0.573, "species": ["C", "C", "C", "C", "C", "O", "N", "C", "C", "C", "C", "C", "C", "H", "H", "C", "O", "N", "H", "C", "H", "H", "C", "C", "C", "C", "C", "C", "C", "H", "H", "H", "H", "H", "H", "H", "H", "H", "H", "H", "H", "H", "H", "H", "H", "H", "H", "H"], "positions_angstrom": [[-0.91723, 5.10761, -4.72068], [-1.42416, 5.56507, -3.35676], [-2.94905, 5.54696, -3.23976], [-3.56845, 4.14174, -3.24355], [-3.15786, 3.38435, -1.99328], [-3.73707, 3.50764, -0.93925], [-2.06467, 2.58429, -2.18471], [-1.37689, 1.79552, -1.26241], [-0.27638, 1.07185, -1.72395], [0.44584, 0.26626, -0.86812], [0.08970, 0.17290, 0.47441], [-0.99268, 0.91733, 0.93497], [-1.72973, 1.71363, 0.08269], [-2.57133, 2.27752, 0.44753], [-1.24773, 0.85875, 1.98201], [0.84233, -0.65805, 1.45650], [0.94758, -0.35153, 2.62794], [1.41434, -1.77670, 0.93823], [1.16259, -2.06821, 0.00760], [2.10130, -2.73395, 1.77049], [2.41196, -2.20091, 2.67171], [2.98948, -3.09718, 1.24447], [1.20117, -3.91783, 2.15964], [1.94223, -4.85175, 3.07169], [2.56084, -5.99213, 2.57777], [3.27118, -6.82976, 3.42011], [3.37479, -6.53290, 4.76776], [2.76441, -5.39518, 5.26883], [2.05416, -4.56028, 4.42579], [1.57788, -3.67339, 4.81787], [2.84194, -5.15890, 6.31999], [3.92825, -7.18645, 5.42582], [3.74419, -7.71636, 3.02321], [2.48167, -6.23052, 1.52608], [0.31647, -3.52368, 2.66360], [0.88193, -4.44362, 1.25638], [1.30919, -0.26227, -1.24642], [0.01548, 1.14859, -2.76295], [-1.67122, 2.57007, -3.11568], [-4.65419, 4.24551, -3.22063], [-3.29035, 3.59935, -4.14749], [-3.37626, 6.11805, -4.06714], [-3.23815, 6.03865, -2.30890], [-0.98499, 4.94934, -2.56899], [-1.08508, 6.58987, -3.19053], [-1.18969, 4.07530, -4.93020], [-1.33454, 5.73194, -5.50779], [0.16680, 5.18347, -4.76391]], "atomic_forces_ev_per_a": [[0.026, 0.083, 0.277], [-0.131, 0.098, -0.141], [0.170, -0.064, 0.071], [-0.090, 0.247, 0.155], [-0.154, 0.042, -0.551], [-0.090, 0.086, 0.275], [0.260, -0.163, -0.360], [0.182, -0.189, 0.294], [-0.111, 0.066, -0.041], [-0.073, -0.014, 0.151], [-0.164, 0.245, -0.009], [0.267, -0.189, -0.080], [-0.165, 0.121, 0.031], [-0.016, 0.000, 0.000], [-0.018, 0.010, 0.092], [0.083, -0.080, -0.248], [-0.107, 0.052, 0.273], [0.093, -0.171, -0.247], [-0.060, 0.129, 0.075], [-0.049, -0.098, 0.151], [0.063, -0.109, -0.121], [-0.026, 0.025, 0.106], [0.224, 0.205, 0.024], [-0.118, -0.048, -0.074], [-0.011, 0.022, 0.007], [0.076, -0.086, -0.010], [0.057, -0.072, 0.048], [0.026, 0.020, 0.091], [0.004, -0.019, -0.030], [-0.070, 0.116, 0.051], [0.001, 0.019, 0.084], [0.038, -0.050, 0.052], [0.035, -0.068, -0.026], [-0.029, -0.015, -0.107], [-0.035, -0.002, -0.064], [-0.056, 0.008, 0.022], [0.069, -0.035, -0.027], [0.029, 0.013, -0.095], [-0.177, 0.072, 0.137], [0.057, -0.133, 0.003], [-0.021, -0.046, -0.039], [-0.041, 0.044, 0.027], [-0.088, 0.037, -0.041], [0.054, 0.083, 0.052], [0.042, -0.031, 0.080], [-0.013, -0.139, -0.101], [-0.034, 0.018, -0.132], [0.089, -0.039, -0.087]]}

Record 2
{"formula": "C18H18F3NO12", "method": "wB97M-V/def2-TZVPD", "orbital_gap_ev": 7.452, "total_energy_ha": -1953.856968, "largest_force_ev_per_a": 4.025, "species": ["C", "C", "O", "N", "C", "C", "O", "C", "F", "F", "F", "C", "O", "O", "H", "H", "H", "H", "H", "H", "H", "H", "H", "H", "C", "C", "C", "O", "C", "C", "C", "O", "O", "O", "H", "H", "H", "H", "C", "C", "C", "O", "C", "C", "C", "O", "O", "O", "H", "H", "H", "H"], "positions_angstrom": [[-0.64870, 0.68892, 0.48754], [0.69955, 1.26703, 1.01680], [0.45271, 2.64826, 1.29041], [1.46043, 3.49593, 0.84017], [0.81140, 4.69294, 0.23094], [0.18083, 5.68518, 1.21150], [-0.10707, 6.85894, 0.44396], [-1.16252, 5.22197, 1.82695], [-0.93526, 4.60788, 2.99032], [-1.83411, 4.35064, 1.05896], [-1.95686, 6.24613, 2.10133], [2.41015, 3.87674, 2.01234], [1.93284, 4.05312, 3.12265], [3.57581, 3.94412, 1.64676], [-0.52339, -0.27456, -0.00489], [-1.40234, 0.69213, 1.27351], [-0.96056, 1.38929, -0.29834], [1.43813, 1.06247, 0.23094], [1.00340, 0.70393, 1.89207], [2.08224, 3.08978, 0.13360], [0.01887, 4.30946, -0.41911], [1.55470, 5.16836, -0.40821], [0.82907, 6.02003, 2.01850], [-0.70421, 6.57477, -0.25891], [1.12497, -3.27663, 1.57402], [0.94022, -4.60086, 1.50382], [-0.21648, -5.27231, 2.18480], [-0.34056, -6.47561, 2.06798], [-1.13299, -4.44529, 2.95721], [-0.94555, -3.12181, 3.02961], [0.19572, -2.44949, 2.32650], [0.30225, -1.23959, 2.41363], [-1.75578, -2.32677, 3.72490], [1.76362, -5.39831, 0.82952], [1.95260, -2.78164, 1.08580], [-1.95259, -4.94129, 3.45747], [-1.40386, -1.42359, 3.61562], [1.40645, -6.30045, 0.93616], [-1.54066, -2.18171, -2.93359], [-1.95732, -2.65301, -4.11654], [-1.01514, -2.82250, -5.27311], [-1.44869, -3.27207, -6.31468], [0.37639, -2.43336, -5.08783], [0.78980, -1.95989, -3.90664], [-0.14716, -1.81606, -2.74438], [0.29295, -1.39512, -1.68799], [2.05152, -1.59028, -3.69175], [-3.22041, -2.99803, -4.33738], [-2.20927, -2.05727, -2.09322], [1.04251, -2.54360, -5.93175], [2.08735, -1.29104, -2.76478], [-3.25499, -3.30588, -5.26323]], "atomic_forces_ev_per_a": [[0.712, 1.095, -0.195], [-1.235, -1.715, -0.614], [0.164, -0.181, -0.567], [-0.590, 0.589, 0.046], [-0.228, -0.441, 0.061], [-0.601, 1.028, -0.726], [0.216, -0.530, -0.106], [0.930, -0.666, 1.223], [0.012, -0.236, 0.136], [-0.249, 0.191, -0.535], [-0.318, 0.387, -0.323], [2.470, 0.769, 3.083], [-1.337, -0.324, -1.206], [-0.156, -0.251, -1.654], [0.009, 0.026, 0.490], [0.016, -0.172, -0.066], [-0.223, -0.139, 0.111], [0.153, 0.689, 0.064], [0.193, 0.530, 0.241], [-0.174, -0.409, 0.156], [0.116, -0.047, 0.044], [0.081, 0.255, 0.406], [0.052, -0.336, 0.016], [-0.085, 0.343, -0.121], [-0.065, 0.225, 0.050], [0.392, 0.252, -0.223], [-0.460, 0.104, 0.352], [0.266, -0.080, -0.189], [0.058, -0.198, -0.091], [-0.393, -0.237, 0.246], [0.458, -0.132, -0.300], [-0.259, -0.258, 0.345], [0.310, 0.167, -0.224], [-0.314, -0.168, 0.163], [0.002, -0.024, -0.014], [-0.008, 0.024, 0.006], [-0.039, 0.059, 0.055], [0.031, -0.058, -0.029], [0.184, 0.089, 0.173], [-0.319, 0.063, 0.413], [0.557, 0.080, -0.168], [-0.325, -0.035, 0.070], [-0.154, -0.077, -0.124], [0.302, -0.048, -0.401], [-0.551, -0.092, 0.126], [0.398, -0.049, -0.200], [-0.264, 0.041, 0.294], [0.264, -0.043, -0.303], [-0.023, -0.020, -0.019], [0.020, -0.001, 0.018], [0.075, -0.003, 0.036], [-0.069, -0.034, -0.026]]}

Record 3
{"formula": "C42H48BrF4N5PSbSi3W", "method": "wB97M-V/def2-TZVPD", "total_charge": 2, "orbital_gap_ev": [6.096, 6.882], "relative_energy_kj_mol": 0.0, "s_squared": 2.07, "total_energy_ha": -6393.176352, "multiplicity": 3, "largest_force_ev_per_a": 0.983, "species": ["W", "F", "C", "C", "F", "C", "F", "C", "P", "C", "C", "C", "C", "C", "C", "C", "C", "C", "C", "C", "C", "C", "Br", "C", "F", "H", "H", "H", "H", "H", "H", "H", "H", "H", "H", "C", "Sb", "C", "C", "C", "C", "C", "C", "N", "Si", "C", "C", "C", "C", "C", "C", "C", "C", "C", "N", "Si", "C", "C", "C", "Si", "C", "C", "C", "H", "H", "H", "H", "H", "H", "H", "H", "H", "H", "H", "H", "H", "H", "H", "H", "H", "H", "H", "H", "H", "H", "H", "H", "H", "H", "H", "H", "H", "H", "H", "H", "H", "H", "H", "H", "H", "H", "N", "C", "N", "C", "N"], "positions_angstrom": [[-0.06763, 0.76221, 0.32984], [4.15118, 6.72332, 0.75041], [3.81109, 5.45465, 0.71425], [4.78399, 4.47080, 0.77646], [6.05344, 4.80874, 0.87284], [4.41085, 3.13648, 0.74146], [5.37523, 2.22648, 0.80443], [3.08233, 2.74297, 0.64422], [2.65053, 0.99092, 0.68761], [3.57043, 0.25135, -0.68551], [3.87762, -1.11010, -0.67620], [4.64274, -1.66124, -1.69293], [5.08149, -0.86718, -2.74290], [4.73762, 0.47797, -2.78387], [3.98814, 1.03701, -1.75911], [3.35079, 0.45680, 2.26697], [4.45345, -0.38520, 2.40216], [4.93044, -0.69795, 3.66757], [4.32529, -0.17016, 4.79850], [3.25476, 0.70519, 4.66950], [2.77488, 1.02056, 3.40976], [2.13553, 3.75541, 0.58375], [0.26995, 3.43463, 0.49416], [2.47300, 5.09376, 0.61658], [1.55181, 6.04387, 0.56611], [3.53033, -1.75020, 0.12518], [4.89529, -2.71267, -1.66468], [5.68878, -1.29442, -3.52917], [5.07740, 1.10087, -3.60030], [3.77079, 2.09909, -1.78506], [4.97099, -0.77155, 1.53780], [5.79027, -1.34618, 3.76690], [4.70087, -0.42330, 5.78059], [2.79747, 1.14752, 5.54370], [1.96878, 1.74023, 3.32037], [-4.53020, -0.95064, -0.63067], [-2.85914, 0.11553, -1.40194], [-2.13644, 1.04969, 0.59760], [-2.64647, 0.11054, 1.68974], [-3.14294, 0.59294, 2.89901], [-3.47388, -0.30093, 3.90580], [-3.31334, -1.65761, 3.68085], [-2.84155, -2.05377, 2.43784], [-2.51271, -1.20024, 1.47207], [-3.10319, 2.74918, 0.54436], [-2.62757, 3.76754, 2.04718], [-2.71912, 3.66888, -1.03353], [-4.92825, 2.40500, 0.54930], [-1.41285, -1.48541, -1.87165], [-0.65259, -2.11793, -0.73014], [-0.59038, -3.50455, -0.57564], [0.12949, -4.10051, 0.43742], [0.85046, -3.30701, 1.31765], [0.80898, -1.95345, 1.12012], [0.07388, -1.36044, 0.14563], [-0.15977, -0.60682, -3.01318], [1.37474, -1.61010, -3.16239], [0.27020, 1.07925, -2.21639], [-0.79943, -0.10247, -4.67175], [-2.44694, -2.74468, -2.94676], [-3.58833, -1.82402, -4.10209], [-3.55068, -3.86308, -1.93304], [-1.29712, -3.79849, -3.96947], [-4.97942, -0.34726, 0.15572], [-4.24688, -1.91479, -0.23011], [-5.24243, -1.05315, -1.44965], [-3.25811, 1.65158, 3.07443], [-3.84177, 0.06429, 4.85545], [-3.54416, -2.38954, 4.44136], [-2.72009, -3.10722, 2.20846], [-1.84233, 3.32345, 2.66021], [-3.50538, 3.90014, 2.68373], [-2.29688, 4.76544, 1.75236], [-1.70008, 3.58876, -1.41311], [-2.91148, 4.73263, -0.86918], [-3.38642, 3.33803, -1.83067], [-5.23667, 1.74237, 1.35924], [-5.26928, 1.97585, -0.39591], [-5.46505, 3.34886, 0.67640], [-1.12549, -4.13410, -1.26321], [0.13223, -5.17846, 0.53416], [1.43737, -3.71626, 2.12696], [1.36947, -1.29603, 1.77094], [1.79005, -1.86512, -2.18761], [2.14170, -1.07070, -3.72073], [1.16790, -2.54125, -3.69133], [0.91491, 1.06990, -1.29351], [-0.59623, 1.73995, -2.10026], [0.97918, 1.60012, -2.86598], [-0.98232, -0.94243, -5.33975], [-0.02541, 0.51617, -5.13482], [-1.71072, 0.49440, -4.60830], [-4.15089, -0.99590, -3.66387], [-4.33827, -2.55356, -4.42168], [-3.09845, -1.44562, -4.99544], [-4.55635, -3.44898, -1.87597], [-3.23428, -4.09781, -0.91854], [-3.62833, -4.80741, -2.47925], [-0.81187, -3.22841, -4.76380], [-1.88247, -4.58204, -4.45669], [-0.51681, -4.29244, -3.38991], [-0.27520, -2.13002, 5.87336], [-0.24577, -1.14272, 5.28084], [-0.20037, 0.00510, 4.62490], [-0.12250, 0.27757, 3.43271], [-0.01948, 0.65949, 2.31081]], "atomic_forces_ev_per_a": [[-0.762, -0.151, 0.602], [-0.022, -0.032, -0.005], [-0.032, 0.070, -0.008], [0.073, 0.030, 0.020], [-0.035, -0.036, -0.014], [0.133, 0.038, 0.030], [-0.046, -0.026, 0.003], [0.045, 0.177, -0.058], [-0.367, -0.090, -0.077], [0.133, -0.038, 0.048], [-0.074, -0.058, -0.018], [-0.037, 0.021, -0.036], [-0.044, 0.050, -0.001], [-0.005, -0.033, 0.023], [0.065, 0.036, -0.028], [0.039, 0.019, 0.116], [-0.011, -0.014, 0.029], [-0.014, 0.001, -0.027], [-0.018, 0.009, 0.011], [0.052, -0.029, -0.065], [0.019, 0.138, 0.045], [-0.020, 0.171, 0.003], [-0.168, -0.001, 0.024], [0.252, 0.017, 0.031], [-0.060, -0.035, -0.010], [0.009, 0.005, 0.042], [0.004, -0.005, 0.008], [0.005, -0.004, -0.004], [-0.005, 0.003, -0.007], [-0.015, -0.026, -0.007], [-0.007, -0.026, -0.052], [0.003, -0.009, -0.007], [0.003, -0.002, 0.004], [0.004, -0.001, 0.016], [0.063, -0.051, -0.012], [-0.027, -0.040, 0.099], [0.113, 0.146, -0.153], [0.130, -0.145, 0.340], [0.139, 0.370, -0.266], [-0.134, 0.053, 0.022], [0.028, -0.028, -0.023], [-0.008, 0.004, -0.011], [-0.021, 0.012, 0.039], [0.158, -0.088, -0.034], [0.156, -0.282, 0.015], [0.053, 0.079, 0.090], [0.038, 0.089, -0.179], [-0.176, -0.044, -0.001], [0.161, -0.129, 0.291], [-0.041, 0.024, -0.074], [-0.001, 0.025, -0.062], [-0.009, -0.057, -0.002], [0.080, 0.030, -0.044], [-0.068, -0.018, -0.051], [-0.054, 0.063, -0.164], [-0.099, 0.080, 0.179], [0.226, -0.139, 0.047], [-0.025, -0.238, 0.069], [-0.123, 0.096, -0.138], [0.049, 0.065, 0.117], [-0.106, 0.093, -0.046], [-0.085, -0.085, 0.076], [0.108, -0.014, -0.132], [-0.008, -0.009, -0.011], [-0.029, -0.033, 0.003], [-0.015, -0.021, 0.007], [-0.007, -0.006, -0.003], [-0.012, -0.013, 0.007], [0.000, -0.008, -0.001], [0.002, -0.003, -0.009], [0.013, 0.004, -0.002], [0.010, 0.014, 0.015], [-0.014, 0.008, -0.003], [-0.010, 0.011, -0.007], [-0.009, 0.000, -0.019], [0.002, 0.020, -0.014], [-0.016, 0.021, 0.010], [-0.013, 0.006, 0.009], [0.011, 0.009, -0.005], [-0.016, -0.050, -0.021], [0.001, -0.004, 0.005], [-0.009, -0.017, 0.004], [-0.041, 0.006, -0.005], [0.055, -0.031, 0.007], [0.037, 0.017, -0.011], [0.032, -0.002, -0.012], [0.420, 0.083, -0.558], [0.053, 0.069, -0.010], [-0.023, 0.054, -0.002], [0.021, -0.017, -0.004], [-0.022, 0.013, -0.033], [0.008, 0.011, -0.043], [-0.014, -0.008, 0.003], [0.013, -0.001, -0.035], [-0.005, -0.001, -0.026], [-0.036, -0.014, -0.007], [0.003, 0.027, 0.027], [-0.023, -0.022, 0.040], [0.014, -0.015, -0.003], [-0.024, 0.011, 0.000], [0.019, -0.025, -0.013], [-0.052, -0.066, 0.066], [0.100, -0.021, -0.254], [-0.043, 0.226, 0.470], [-0.074, -0.147, -0.360], [0.075, -0.112, 0.171]]}

Record 4
{"formula": "C4H7N3", "method": "wB97M-V/def2-TZVPD", "orbital_gap_ev": 9.283, "relative_energy_kj_mol": 415.3, "total_energy_ha": -320.725117, "largest_force_ev_per_a": 7.582, "species": ["C", "C", "C", "C", "H", "H", "H", "H", "H", "H", "H", "N", "N", "N"], "positions_angstrom": [[-0.25721, 0.95433, 0.22156], [-0.92432, -1.20606, 0.04533], [0.50878, -1.28762, 0.21107], [1.13090, 0.17083, 0.50236], [-1.26575, 2.48725, -0.32618], [-2.31218, 0.09725, -0.29009], [-1.16536, -1.85136, -0.87818], [-1.43818, -1.88976, 0.74920], [1.04391, -2.01380, 1.07460], [2.34792, -1.15508, -0.84328], [1.80440, 0.40032, 1.45687], [-0.35408, 2.22473, -0.28308], [-1.37625, 0.11987, 0.05124], [1.47837, -0.61085, -0.74315]], "atomic_forces_ev_per_a": [[-0.551, 5.509, -4.331], [-1.490, -4.748, -1.189], [6.057, 0.643, 3.854], [-2.433, -1.665, 0.022], [-3.545, 0.697, -0.622], [-0.260, 2.023, -0.329], [0.108, 1.509, 0.305], [0.361, 0.583, 0.563], [-1.832, 1.485, -2.846], [-0.338, 0.840, 0.818], [-1.575, -0.456, -2.563], [4.985, -4.464, 3.565], [2.473, -1.652, 1.488], [-1.958, -0.305, 1.264]]}